Record 1
A 2-piece molecular cluster, C2H11N3O overall in a non-equilibrium geometry, computed with ωB97M-V/def2-TZVPD.

Each line ends with the Löwdin charge.
CARTESIAN COORDINATES (ANGSTROEM)
H -0.4448 4.7586 1.1236  0.03
H -0.8795 2.4174 1.4812  0.06
H 0.9158 -2.4772 -1.7384  0.08
H -0.3275 4.6154 -0.5632  0.06
H 1.5465 -3.7323 0.7378  0.01
N -0.6952 -2.5191 -0.2956  -0.11
O -0.6195 1.8807 -0.5453  -0.18
H 1.2998 -1.5727 -0.1886  0.09
H 0.6414 -4.6157 -0.2517  0.10
N -0.7479 4.1918 0.3104  -0.08
H 0.8584 2.7184 0.5627  0.11
N 1.3438 -3.7851 -0.2290  -0.07
C -0.3531 2.7687 0.5343  -0.63
H -1.1031 -1.4769 -0.4615  0.05
H -0.6865 -2.3448 0.7297  -0.02
H -1.5468 1.6904 -0.5765  -0.01
C 0.7984 -2.5176 -0.6299  -0.48

Its spin multiplicity is 2. For the energy above the lowest of the compared OMol25 structures with the same formula, charge and spin, the calculation gives 127.58 kJ/mol. The frontier orbital gap (alpha / beta) is 3.06 / 10.04 eV. Its LUMO energy (alpha / beta) is 4.13 / 4.12 eV. Its total charge is -1.

Record 2
A 3-piece molecular cluster, C2H11N3O2 overall in a non-equilibrium geometry, computed with ωB97M-V/def2-TZVPD.

Each line ends with the Löwdin charge.
CARTESIAN COORDINATES (ANGSTROEM)
O -3.5717 1.3018 0.6961  -0.15
H -3.2586 0.7096 1.4587  0.05
C -0.6278 -1.0616 1.0014  -0.08
N 0.5128 0.1198 -2.3580  0.11
H -0.1242 -0.2180 1.5234  0.09
H 2.6517 1.5279 1.4606  0.03
H -0.1722 0.8810 -2.3755  0.10
H 2.3757 0.0719 0.9703  -0.03
H -0.2830 -2.1020 1.2407  0.09
H -1.7220 -1.2340 1.2501  0.08
H 1.3349 0.4852 -2.7165  0.05
N 1.8342 -0.6620 -0.5815  0.07
O 3.0106 0.6145 1.5248  -0.14
H -1.3897 -0.7190 -1.0119  0.14
N -0.5086 -0.7731 -0.4672  -0.02
H -3.3215 2.3044 0.7993  0.09
H 2.5870 -0.7251 -1.2876  0.07
C 0.6724 -0.5213 -1.1271  -0.55

For the energy above the lowest of the compared OMol25 structures with the same formula, charge and spin, the calculation gives 129.99 kJ/mol. The frontier orbital gap is 9.31 eV. Its LUMO energy is 0.39 eV. Its SMILES is [H]/N=C(\N)NC.O.O.

What is the formula in the first record? C2H11N3O